Record 1
Below is C5H7NO in the gas phase at a distorted geometry, with properties calculated with ωB97M-V/def2-TZVPD.

Geometry as XYZ:
```
14
Properties=species:S:1:pos:R:3:forces:R:3:nbo_charge:R:1
O 2.5814 -0.6348 0.7751 -0.01 0.20 0.16 -0.70
C 2.0685 -0.4383 -0.5166 -0.06 -0.06 -0.31 -0.09
C 0.6548 0.0702 -0.5704 -0.15 0.07 0.21 -0.30
C -0.1991 0.2579 0.4183 1.29 -0.15 -0.42 -0.01
C -1.4429 0.8666 0.5506 -0.89 -0.07 0.06 -0.19
C -2.4411 0.2055 -0.3306 -0.29 -0.08 -0.51 0.00
N -2.5978 -0.0491 0.9796 0.09 -0.04 0.56 -0.52
H 2.4221 0.1804 1.2677 0.01 -0.16 0.06 0.47
H 2.6852 0.2673 -1.1012 -0.03 -0.12 0.15 0.17
H 2.1429 -1.4026 -1.0328 -0.05 0.09 0.07 0.19
H -1.5415 1.8943 0.8796 -0.05 -0.16 -0.06 0.24
H -2.2843 -0.5906 -1.0616 -0.05 0.31 0.03 0.18
H 0.3331 0.3692 -1.5758 0.04 -0.05 0.05 0.20
H -2.3813 -0.9960 1.3181 0.16 0.21 -0.06 0.37
```
Forces are in eV/Å.

Properties
E_HOMO (spin up / spin down): -8.30 / -7.97 eV
Calculated total energy: -8830.06566 eV
LUMO (spin up / spin down): 0.2 / -0.3 eV
Gap between HOMO and LUMO (spin up / spin down): 0.312 / 0.281 Ha

=====

Record 2
Below is 2 unconnected molecules or ions with the total composition C34H29Cl2N2 at a distorted geometry, with properties calculated with ωB97M-V/def2-TZVPD.

Geometry as XYZ:
```
67
Properties=species:S:1:pos:R:3:forces:R:3:nbo_charge:R:1
Cl 5.5165 -3.4071 3.2691 0.22 -0.11 0.00 0.08
C 4.1065 -2.4606 3.4364 -0.73 0.56 0.21 0.01
C 4.1914 -1.1665 3.9808 -0.29 -0.26 -0.10 -0.24
C 3.0439 -0.3918 4.0896 -0.41 -0.15 -0.29 -0.16
C 1.7818 -0.8895 3.6641 0.84 -0.84 0.17 -0.06
C 0.6151 -0.0634 3.7044 -1.25 -0.33 -0.19 -0.04
C -0.6661 -0.5188 3.4056 0.95 -0.24 0.96 -0.31
C -1.6737 0.3422 2.9600 0.26 0.34 -0.74 0.03
C -2.7893 -0.0949 2.1539 -0.43 -0.06 0.38 -0.08
C -3.4292 0.8138 1.2731 0.18 -0.23 0.55 -0.13
C -4.5833 0.4498 0.6033 -0.09 -0.17 0.15 -0.24
C -5.1494 -0.8104 0.8481 0.72 0.12 -0.09 0.01
Cl -6.6513 -1.2205 0.1277 0.03 0.00 -0.01 0.08
C -4.4761 -1.7602 1.6285 0.32 0.13 0.28 -0.24
C -3.2956 -1.4085 2.2775 -0.43 0.35 -0.30 -0.15
C 1.7215 -2.2124 3.1401 0.53 0.36 0.14 -0.16
C 2.8729 -2.9883 3.0273 -0.37 0.37 0.17 -0.23
H 5.1532 -0.7896 4.3117 -0.12 -0.03 -0.09 0.25
H 3.1008 0.6299 4.4772 0.05 -0.36 -0.08 0.23
H 0.7490 0.9846 3.9688 0.03 0.03 -0.43 0.22
H -0.8903 -1.5862 3.5283 0.26 0.42 -0.56 0.21
H -1.4101 1.3847 2.8391 0.06 -0.29 -0.07 0.21
H -3.0109 1.8166 1.1564 -0.19 -0.28 -0.01 0.23
H -5.0736 1.1417 -0.0735 0.01 -0.08 0.12 0.25
H -4.8801 -2.7612 1.7319 -0.04 0.15 0.00 0.25
H -2.7749 -2.1264 2.9114 -0.29 0.10 -0.21 0.22
H 0.7685 -2.5988 2.7788 0.37 0.01 0.07 0.22
H 2.8116 -3.9962 2.6249 0.11 0.22 0.04 0.24
N -6.6007 5.1695 1.5742 1.13 -1.57 1.81 -0.29
C -6.0894 4.4855 2.3778 -1.23 1.53 -1.72 0.27
C -5.4068 3.6527 3.3238 -0.20 -0.40 0.28 -0.21
C -4.4742 4.2108 4.2042 0.21 0.07 0.13 -0.14
C -3.6695 3.3869 4.9760 -0.04 -0.33 -0.36 -0.25
C -3.7089 1.9750 4.7922 -0.86 0.71 -0.47 0.06
C -2.6479 1.0958 5.2041 -0.11 -0.28 0.77 -0.40
C -1.6195 1.5224 6.0809 -0.49 -0.38 0.10 0.33
N -1.3419 0.7913 7.1913 0.15 0.72 -1.49 -0.36
C -2.2811 -0.1589 7.7810 -0.29 -0.88 0.08 -0.21
C -1.5623 -0.7180 9.0226 -0.25 0.24 0.15 -0.41
C -0.0781 -0.3683 8.8541 0.21 -0.24 -0.13 -0.41
C 0.0034 0.6878 7.7452 0.99 0.25 0.68 -0.22
C -0.8046 2.7181 5.7638 0.02 0.78 0.32 -0.06
C -0.7128 3.1647 4.4330 0.33 -0.21 0.01 -0.19
C 0.2063 4.1294 4.0423 -0.25 0.22 0.34 -0.22
C 0.9476 4.7990 5.0215 0.06 -0.30 0.11 -0.17
C 0.7316 4.4987 6.3755 -0.14 0.22 -0.18 -0.22
C -0.1712 3.5038 6.7506 0.12 -0.16 -0.31 -0.19
C -4.8606 1.4486 4.1460 0.65 -0.06 -0.02 -0.24
C -5.6767 2.2739 3.3958 -0.12 0.32 -0.26 -0.15
H -4.3590 5.2973 4.2510 -0.07 -0.40 0.02 0.24
H -2.9464 3.8233 5.6638 -0.28 -0.03 -0.32 0.22
H -2.8558 0.0277 5.1671 -0.31 0.23 0.57 0.22
H -3.2330 0.3230 8.0525 0.37 0.06 -0.30 0.23
H -2.5227 -0.9798 7.0871 0.14 0.28 0.13 0.20
H -1.9675 -0.2385 9.9210 0.09 -0.17 -0.16 0.22
H -1.7184 -1.7980 9.1135 -0.01 0.29 0.04 0.23
H 0.3532 0.0249 9.7793 -0.05 -0.21 -0.17 0.23
H 0.4927 -1.2522 8.5571 -0.04 0.10 0.14 0.22
H 0.7494 0.4163 6.9753 -0.46 0.08 0.17 0.20
H 0.3420 1.6405 8.1711 -0.18 -0.44 -0.16 0.21
H -1.4259 2.7864 3.7090 0.43 0.00 0.20 0.21
H 0.2994 4.3784 2.9839 -0.04 0.08 0.36 0.23
H 1.6636 5.5690 4.7258 -0.21 -0.26 0.19 0.23
H 1.2583 5.0627 7.1462 -0.21 -0.10 -0.23 0.23
H -0.4236 3.3594 7.8051 0.29 0.00 -0.43 0.22
H -5.0446 0.3681 4.1884 0.09 0.43 -0.16 0.22
H -6.4998 1.8616 2.8071 0.26 0.11 0.23 0.24
```
Forces are in eV/Å.

Properties
E_HOMO: -9.93 eV
Calculated total energy: -63745.04703 eV
Charge: +1
LUMO: -5.2 eV
Gap between HOMO and LUMO: 0.174 Ha

=====

Record 3
Below is a gas-phase ion, C3H7NO2 (charge +1) at a distorted geometry, with properties calculated with ωB97M-V/def2-TZVPD.

Geometry as XYZ:
```
13
Properties=species:S:1:pos:R:3:forces:R:3:nbo_charge:R:1
O -0.8422 -2.0716 -0.6175 -0.10 0.22 0.04 -0.42
C -0.0733 -1.1869 -0.4348 0.30 -1.39 -0.18 0.80
O 1.1952 -1.1374 -0.7956 -0.04 -0.02 -0.31 -0.64
C -0.5426 0.1233 0.3022 -0.21 1.38 0.76 -0.15
C 0.5109 0.7272 1.2204 0.68 0.63 -0.72 -0.64
N -0.8688 0.9360 -0.7915 0.83 -0.52 -1.16 -0.38
H 1.3966 -1.9421 -1.3225 0.03 0.29 0.28 0.54
H -1.4403 -0.1297 0.8430 -0.32 -0.35 0.00 0.27
H 1.5219 0.5988 0.8271 -0.11 -0.27 0.11 0.25
H 0.4017 1.8182 1.2913 -0.41 -0.34 0.12 0.26
H 0.4300 0.2896 2.1943 0.06 -0.22 0.49 0.26
H -1.6172 0.6312 -1.4161 -0.28 0.34 0.27 0.42
H -0.0719 1.3433 -1.3002 -0.41 0.25 0.30 0.42
```
Forces are in eV/Å.

Properties
E_HOMO (spin up / spin down): -16.25 / -16.21 eV
Multiplicity: 2
Calculated total energy: -8800.80869 eV
Charge: +1
LUMO (spin up / spin down): -3.5 / -8.9 eV
Gap between HOMO and LUMO (spin up / spin down): 0.468 / 0.270 Ha